[1]
Entry from OMol25: a structure of composition C12H15BCl2N6O2Zr in a non-equilibrium geometry (ωB97M-V/def2-TZVPD).

CARTESIAN COORDINATES (ANGSTROEM)
H (-0.405962, 2.762513, 1.712710)
N (0.073843, 1.536170, 0.022120)
B (0.700279, 0.664592, -2.297659)
N (0.600855, 1.802371, -1.231807)
C (0.815351, 3.120950, -1.347983)
Zr (-0.338036, -0.587951, 0.708151)
H (1.212162, 3.516459, -2.274761)
C (0.449029, 3.737486, -0.149434)
H (0.481115, 4.788590, 0.077755)
C (0.004195, 2.714176, 0.701324)
H (1.109191, 1.084891, -3.337334)
C (-1.770500, -2.357713, 1.750519)
H (-2.065973, -2.463160, 2.795950)
H (-0.745097, -2.767602, 1.653436)
H (-2.452428, -2.941657, 1.132189)
N (-0.741492, 0.061697, -2.462258)
N (1.648011, -0.428494, -1.720660)
N (-1.421276, -0.455125, -1.368653)
N (1.330083, -1.060138, -0.518072)
C (-1.516972, -0.007235, -3.558106)
C (2.764897, -0.974634, -2.216727)
H (-1.163705, 0.370903, -4.508554)
H (3.195795, -0.631514, -3.146009)
C (-2.734495, -0.578047, -3.195088)
C (3.214042, -1.951886, -1.324246)
C (-2.643142, -0.842594, -1.824051)
C (2.320455, -1.959489, -0.253013)
H (-3.560299, -0.769274, -3.845003)
H (4.070489, -2.575347, -1.434244)
H (-3.383549, -1.267359, -1.169060)
H (2.316128, -2.556193, 0.645125)
H (-1.963962, -1.249564, 1.509410)
Cl (0.153737, -1.476841, 5.278689)
C (0.246716, 0.264952, 4.963010)
Cl (1.886593, 0.945484, 4.856566)
C (-0.348425, 0.537925, 3.578734)
O (-1.210020, 1.396538, 3.441649)
O (0.186108, -0.168919, 2.600694)
H (-0.313745, 0.765035, 5.754694)

Forces on atoms 1 to 3 (eV/Å):
H 0.25 -0.05 -0.43
N 0.23 -0.82 0.35
B -0.48 0.32 0.20

Summary:
- 2S+1: 1
- Orbital gap: 6.99 eV
- ΔE to the lowest compared entry with this formula, charge and spin: 0.00 kcal/mol
- Total energy: -1937.1368 Ha
- Charge: +2

=====

[2]
Entry from OMol25: a structure of composition C12H15BrIrN2O5 in a non-equilibrium geometry (ωB97M-V/def2-TZVPD).

CARTESIAN COORDINATES (ANGSTROEM)
Ir (-0.507695, 0.660708, 0.964662)
N (-1.278508, 2.348216, 2.466642)
C (-0.312917, 2.629467, 3.507443)
C (0.798945, 1.471663, 3.637088)
O (1.385290, 1.421621, 4.682297)
O (0.923061, 0.767754, 2.606987)
H (-1.461176, 3.153370, 1.875239)
H (-2.159435, 2.008266, 2.843146)
H (-0.748914, 2.732877, 4.501853)
H (0.283175, 3.512109, 3.270426)
C (-1.397684, -3.985847, 1.937703)
N (-0.052845, -3.451502, 1.991458)
C (1.071502, -4.304276, 2.302320)
C (0.117113, -2.173481, 1.751128)
O (-0.849394, -1.425028, 1.488936)
H (-1.376115, -5.065935, 2.037459)
H (-1.858598, -3.711002, 0.987723)
H (-2.001242, -3.556488, 2.739452)
H (0.724946, -5.312686, 2.504858)
H (1.602810, -3.937850, 3.180060)
H (1.765326, -4.337283, 1.462410)
H (1.143446, -1.794827, 1.808177)
Br (2.300756, -0.127772, -6.210417)
C (1.158885, 0.959236, -5.148669)
C (0.508980, 2.042418, -5.732396)
C (-0.324144, 2.823198, -4.948768)
C (-0.495501, 2.539090, -3.603529)
C (0.157569, 1.446732, -3.034390)
C (0.992702, 0.650559, -3.807353)
C (-0.030698, 1.130661, -1.599274)
O (-0.842658, 1.810723, -0.906250)
O (0.597418, 0.196775, -1.045917)
H (0.648315, 2.261623, -6.781010)
H (-0.840702, 3.664567, -5.382899)
H (-1.135582, 3.145839, -2.984432)
H (1.493569, -0.193495, -3.362165)

Forces on atoms 1 to 3 (eV/Å):
Ir 1.95 1.84 -0.21
N -0.44 -1.76 -1.52
C 1.88 -0.95 0.70

Summary:
- 2S+1: 1
- Orbital gap (spin up / spin down): 5.76 / 5.82 eV
- ΔE to the lowest compared entry with this formula, charge and spin: 63.29 kcal/mol
- Total energy: -3630.0268 Ha
- Charge: +1

=====

[3]
Entry from OMol25: a structure of composition C12H15Cl3NO2Pt in a non-equilibrium geometry (ωB97M-V/def2-TZVPD).

CARTESIAN COORDINATES (ANGSTROEM)
Pt (0.328339, -0.087758, 0.305884)
Cl (-1.840529, 0.594958, 0.979813)
C (-2.689281, -0.946432, 1.403302)
Cl (-1.823484, -1.835291, 2.622160)
H (-2.751323, -1.523855, 0.490609)
H (-3.661890, -0.639963, 1.772073)
C (-0.274744, -2.730351, -0.992532)
C (-0.662564, -0.921085, -2.336291)
C (-1.542741, -1.663850, -3.332875)
C (0.031355, 0.289239, -2.879640)
N (-0.509578, -1.270927, -1.117377)
H (-0.159986, -3.242255, -1.941374)
H (-1.060262, -3.254846, -0.457170)
H (0.682244, -2.785468, -0.493896)
H (-1.031100, -1.875272, -4.270987)
H (-2.354761, -0.978486, -3.585825)
H (-1.981582, -2.564986, -2.921344)
H (0.300475, 0.075741, -3.914493)
H (0.909726, 0.560236, -2.304485)
H (-0.633121, 1.148393, -2.908973)
Cl (-0.517298, 3.607125, 4.128473)
C (0.433381, 2.673975, 3.033193)
C (1.057712, 3.328940, 1.939526)
C (1.822209, 2.608574, 1.057991)
C (1.966504, 1.208665, 1.232580)
C (1.348464, 0.579641, 2.331588)
C (0.579639, 1.330709, 3.236496)
C (2.883486, 0.389825, 0.326172)
O (4.034819, 0.620376, 0.130256)
O (2.161027, -0.586738, -0.238108)
H (0.932773, 4.396264, 1.821769)
H (2.333058, 3.098166, 0.239598)
H (1.567813, -0.458927, 2.550669)
H (0.121220, 0.855663, 4.093216)

Forces on atoms 1 to 3 (eV/Å):
Pt 0.13 -0.01 0.10
Cl 0.00 0.04 -0.06
C -0.02 0.10 0.06

Summary:
- 2S+1: 1
- Orbital gap: 8.80 eV
- ΔE to the lowest compared entry with this formula, charge and spin: 0.00 kcal/mol
- Total energy: -2171.1330 Ha
- Charge: +1

=====

[4]
Entry from OMol25: an isolated molecule of C12H15ClSi in a non-equilibrium geometry (ωB97M-V/def2-TZVPD).

CARTESIAN COORDINATES (ANGSTROEM)
C (-2.638437, -1.905471, -0.364573)
C (-1.329736, -1.084568, -0.412816)
C (-0.228395, -1.441562, -1.075421)
C (0.724987, -0.146922, -1.184301)
Si (2.100153, -0.320342, 0.210479)
C (3.052567, -1.959628, -0.025916)
C (1.655718, 0.056651, 2.036070)
Cl (3.654347, 1.097176, -0.156794)
C (-0.222004, 0.989128, -0.695765)
C (-0.002981, 2.325544, -0.607933)
C (-1.041591, 3.065759, -0.089789)
C (-2.322065, 2.479772, 0.144529)
C (-2.493045, 1.078309, 0.072578)
C (-1.385364, 0.323525, -0.299442)
H (-2.464661, -2.802708, -1.041835)
H (-3.525110, -1.238657, -0.755017)
H (-2.747755, -2.195845, 0.695238)
H (0.081492, -2.435031, -1.475330)
H (1.223650, -0.131208, -2.110038)
H (2.776673, -2.880910, 0.584307)
H (2.808721, -2.413133, -0.909169)
H (4.090074, -1.846003, 0.139851)
H (2.385483, -0.282841, 2.762349)
H (1.588070, 1.066619, 2.327646)
H (0.778689, -0.275767, 2.347833)
H (1.012219, 2.657019, -0.869514)
H (-0.811710, 4.188915, -0.070521)
H (-3.202763, 3.179555, 0.451213)
H (-3.517237, 0.852622, 0.372092)

Forces on atoms 1 to 3 (eV/Å):
C 0.57 0.51 -0.57
C -1.85 -1.72 -2.18
C 2.59 1.09 0.09

Summary:
- 2S+1: 1
- Orbital gap: 9.12 eV
- ΔE to the lowest compared entry with this formula, charge and spin: 8.88 kcal/mol
- SMILES: CC1=C[C@H]([Si](C)(C)Cl)c2ccccc21
- Total energy: -1215.9508 Ha

=====

[5]
Entry from OMol25: a structure of composition C12H15CoF9N2Na2O12 in a non-equilibrium geometry (ωB97M-V/def2-TZVPD).

CARTESIAN COORDINATES (ANGSTROEM)
Co (2.670672, 0.755850, -0.086029)
Na (1.878308, -3.276343, 2.807482)
Na (1.491417, 3.375898, 3.520285)
N (4.213817, -2.061584, 0.363556)
O (5.429010, -2.141638, 0.369328)
O (3.477819, -2.957933, 0.791307)
O (3.695595, -0.940457, -0.026959)
N (0.815915, -0.115419, 2.030736)
O (0.609400, -1.151211, 2.644704)
O (0.724645, 1.016678, 2.586919)
O (1.124058, -0.230917, 0.786144)
C (2.503679, 2.592278, -4.644558)
C (1.342432, 2.117622, -3.792619)
O (1.117028, 0.716229, -3.945798)
C (1.413498, -0.128894, -3.000045)
O (1.821772, 0.196088, -1.905681)
C (1.074752, -1.562277, -3.390810)
F (-0.231764, -1.721288, -3.339115)
F (1.523486, -1.797330, -4.614609)
F (1.695029, -2.407859, -2.586667)
H (3.440856, 2.118341, -4.348259)
H (2.638913, 3.658844, -4.458750)
H (2.325222, 2.433011, -5.704080)
H (0.425095, 2.613018, -4.114017)
H (1.431464, 2.382644, -2.735999)
C (-2.980018, -3.351584, 0.543517)
C (-1.557727, -2.842802, 0.358496)
O (-0.849219, -3.815547, -0.404070)
C (0.088737, -4.561935, 0.120999)
O (0.511961, -4.473452, 1.241286)
C (0.728399, -5.477295, -0.949635)
F (0.057000, -5.443251, -2.087038)
F (1.977202, -5.104018, -1.166439)
F (0.739785, -6.733394, -0.519505)
H (-3.032427, -4.280421, 1.117650)
H (-3.417796, -3.615132, -0.420142)
H (-3.645263, -2.664956, 1.066728)
H (-1.117261, -2.673713, 1.339434)
H (-1.599533, -1.950241, -0.263952)
C (-3.591108, 1.932728, 1.987398)
C (-2.274115, 2.539732, 2.470261)
O (-2.504052, 3.950917, 2.463518)
C (-1.698210, 4.719080, 3.179315)
O (-0.797309, 4.285027, 3.848220)
C (-2.046759, 6.227342, 3.030264)
F (-3.049307, 6.378280, 2.196611)
F (-2.352244, 6.701357, 4.224611)
F (-0.980029, 6.877690, 2.579326)
H (-3.506403, 0.860399, 1.817081)
H (-3.880508, 2.374108, 1.032405)
H (-4.394402, 2.173004, 2.679979)
H (-1.437817, 2.273370, 1.822893)
H (-2.043699, 2.211355, 3.484325)

Forces on atoms 1 to 3 (eV/Å):
Co -0.47 -3.36 -0.58
Na -0.09 -0.23 -0.68
Na -0.75 -0.02 0.33

Summary:
- 2S+1: 4
- Orbital gap (spin up / spin down): 7.24 / 6.82 eV
- Total energy: -4084.1475 Ha
- Charge: +2

=====

[6]
Entry from OMol25: a structure of composition C12H15F3N3OSSn (ωB97M-V/def2-TZVPD).

CARTESIAN COORDINATES (ANGSTROEM)
Sn (-1.947306, 0.041845, 0.036005)
F (0.260735, -3.955865, 2.818960)
C (-0.418719, -3.336513, 3.794014)
F (0.347181, -2.333611, 4.245397)
F (-0.580122, -4.205118, 4.791579)
C (-1.747119, -2.821672, 3.289573)
C (-2.937339, -3.253344, 3.853964)
C (-4.147539, -2.770872, 3.380385)
C (-4.123993, -1.860433, 2.343926)
N (-2.980003, -1.442892, 1.798155)
C (-1.810383, -1.902157, 2.247627)
S (-0.389513, -1.242815, 1.409628)
H (-2.909924, -3.968207, 4.665319)
H (-5.087399, -3.093350, 3.805369)
H (-5.037401, -1.446625, 1.930070)
C (0.786524, 3.214970, -0.006774)
N (1.309588, 2.542985, -1.191720)
C (2.562504, 3.069086, -1.744037)
C (2.693999, 2.686024, -3.197690)
C (2.536754, 1.190687, -3.324765)
N (1.285487, 0.756452, -2.694615)
C (0.736476, -0.518502, -3.144627)
C (0.737375, 1.415821, -1.655898)
O (-0.316969, 0.971835, -1.112294)
H (0.875833, 4.289577, -0.149261)
H (1.343654, 2.932477, 0.888624)
H (-0.256509, 2.974593, 0.134461)
H (3.409713, 2.691047, -1.164018)
H (2.544544, 4.150817, -1.629334)
H (3.665410, 2.996673, -3.582731)
H (1.920119, 3.188826, -3.782536)
H (3.382120, 0.670313, -2.864769)
H (2.499552, 0.893171, -4.370619)
H (0.814564, -0.566554, -4.228426)
H (-0.305440, -0.598338, -2.873118)
H (1.283547, -1.360333, -2.715825)

Forces on atoms 1 to 3 (eV/Å):
Sn -0.21 0.09 -0.10
F 0.04 -0.04 -0.04
C -0.10 0.11 -0.11

Summary:
- 2S+1: 1
- Orbital gap: 7.77 eV
- ΔE to the lowest compared entry with this formula, charge and spin: 2.21 kcal/mol
- Total energy: -1617.7304 Ha
- Charge: +1